[1]
78
Properties=species:S:1:pos:R:3:forces:R:3 method="wB97M-V/def2-TZVPD" e_lumo_ev="-2.753 / -3.283" charge=+1 gap_ev="5.40 / 6.70" multiplicity=6 homo_energy_ha="-0.2996 / -0.3668"
C -0.28458 0.61664 0.39483 0.46 2.61 -0.44
C -0.62489 -2.46135 -3.31001 0.26 -0.37 -0.59
H -2.70658 2.88127 -3.42777 0.21 -0.20 -0.08
H 0.37071 5.19782 -3.41529 0.01 -0.07 0.31
H 3.11874 1.99335 1.21674 -1.25 -1.96 2.15
C 0.50971 0.57385 3.80324 -1.12 2.30 0.15
C 0.36122 3.85661 0.22006 -0.25 0.01 -0.18
H -2.89315 1.19288 1.82824 0.23 0.35 0.18
Fe -0.84604 -1.35346 1.82657 1.33 0.61 6.28
H -1.35980 5.11254 0.53782 0.21 0.01 -0.21
H -1.17261 3.06517 -5.38396 0.04 -0.22 0.23
H 2.06679 3.54424 -2.71381 -0.28 0.04 0.17
C -1.82104 2.24581 -3.49045 0.00 0.02 -0.01
C 0.20161 1.57182 -4.62844 -0.24 0.13 0.27
C -0.41959 0.51914 -2.52866 -0.19 0.14 1.77
H -1.79725 -1.28974 4.93157 0.21 0.06 -0.43
H -3.49386 -0.38025 3.03712 0.32 -0.14 -0.09
C -0.89429 -1.77113 0.02380 -0.45 -2.72 -2.35
H -1.20233 -3.69866 -4.98457 0.21 0.03 0.17
C 0.35923 4.81877 -2.39235 -0.01 0.00 0.12
C -0.39664 -3.41653 -4.30639 0.18 0.01 0.21
H 0.39165 3.52810 1.26532 -0.10 0.02 -0.36
C 1.66745 -2.66975 -2.56602 -0.18 -0.53 -0.75
H 2.30390 -4.59221 2.84198 -0.43 -0.01 -0.21
C -1.25928 1.65287 2.96095 1.28 -0.60 0.24
Cl 3.49748 1.31664 -1.81326 0.09 -0.54 0.18
H -1.39011 5.95094 -1.81888 0.23 -0.19 0.09
C -2.79989 -2.15147 1.84397 -0.79 -0.58 1.12
H 0.75822 -4.15548 2.13945 0.40 0.04 0.37
C 1.89592 -3.63848 -3.55494 -0.09 0.05 0.00
C 0.47075 0.67670 -3.58979 0.00 0.03 -0.57
C -1.55119 1.33551 -2.46320 -0.02 0.41 -0.71
H -1.61261 -1.99987 -3.22983 0.22 -0.05 -0.05
C -1.30878 -0.38132 0.25728 -2.42 2.93 0.19
C 0.66697 1.79424 4.42734 0.57 -1.49 -0.34
C -1.91764 -1.70628 3.93314 -0.87 -0.94 0.01
H -2.74760 2.85045 2.32905 -0.10 -0.44 -0.17
H -2.32976 -0.07027 0.03499 0.46 -0.09 0.01
N -0.59526 0.50238 2.95244 -0.27 2.11 0.87
H -1.67278 -4.10035 1.59129 -0.09 0.28 0.05
C 2.43157 -0.86194 4.63983 -1.21 1.08 -0.54
C 1.28653 3.34129 -0.70644 -0.18 0.37 0.53
H 0.86842 -2.92715 0.59034 -0.09 0.25 -0.34
H 2.85636 -0.14118 5.32674 0.22 -0.39 -0.04
C -2.80900 -1.21772 2.92709 -0.43 -1.54 0.33
N -2.30746 1.95145 2.16451 -0.65 0.21 -0.07
H 3.40333 2.54600 0.57806 2.23 2.48 -1.48
C -1.36170 -2.93381 3.48075 -1.49 -0.05 0.10
C -0.61493 4.76866 -0.18158 0.25 0.09 -0.03
H 0.89368 1.65971 -5.46715 -0.18 -0.01 0.24
H 2.88160 -4.09903 -3.63751 -0.26 0.09 -0.05
C 0.48644 -1.91138 0.53719 1.32 -1.92 -0.37
S 3.04665 -2.43715 4.34414 -0.68 0.22 -0.28
C -0.62255 5.24580 -1.49651 0.09 -0.17 0.08
C 1.73336 -2.69632 3.20949 -0.08 1.47 0.34
H 1.38245 0.08051 -3.64522 -0.28 0.04 0.04
H -0.78090 -3.62838 4.08597 0.15 0.43 -0.32
H 2.49088 -2.38789 -1.90868 -0.21 -0.04 -0.14
H 1.05171 -4.75444 -5.20514 -0.05 0.24 0.24
C 0.86987 -4.00767 -4.43000 -0.08 0.20 0.20
C -1.86054 -3.19778 2.16861 -1.16 -0.44 1.08
C 1.46698 -0.92518 0.16780 1.58 -0.96 -0.34
N 1.62314 -3.88473 2.59721 0.00 -0.63 -0.29
H 1.48194 2.00987 5.10639 -0.27 0.33 -0.09
C -0.95634 2.35743 -4.58148 0.13 -0.15 0.15
N 0.93427 -1.64905 3.03470 1.42 -0.65 1.00
H 2.48608 -1.23535 -0.05549 -0.26 -0.02 0.26
Si 2.34588 1.90341 -0.22414 -1.81 -0.41 -0.80
H -0.65439 1.64211 0.38489 -0.03 -0.43 -0.12
C 0.41242 -2.06999 -2.46546 0.31 0.12 1.66
C 1.31384 3.87963 -1.99858 -0.19 -0.11 -0.07
H -1.48197 -2.57052 -0.40464 -0.07 0.26 0.22
H -2.26328 1.27892 -1.63743 0.24 0.00 -0.15
S -0.55264 2.90924 3.95592 -0.06 -0.78 -0.04
H -3.46972 -2.12242 0.98976 0.33 0.02 0.06
Si 0.01328 -0.73393 -1.08088 2.63 0.72 -9.75
C 1.11604 0.45668 0.18436 -0.67 0.82 0.71
C 1.31594 -0.59890 3.87301 1.73 -1.81 0.45

***

[2]
76
Properties=species:S:1:pos:R:3:forces:R:3 method="wB97M-V/def2-TZVPD" e_lumo_ev="1.944 / 1.071" charge=-1 gap_ev="5.39 / 2.79" multiplicity=1 homo_energy_ha="-0.1266 / -0.0632"
H 12.44694 14.07730 18.51784 -0.18 -0.03 -0.20
H 12.10506 10.19747 6.65756 0.48 -0.22 0.61
C 10.82040 13.53633 15.05913 0.56 0.89 0.62
C 6.58186 13.01183 10.87975 0.73 0.12 -0.80
H 14.02723 17.94571 10.21734 -1.12 -0.63 0.11
C 10.52890 13.46498 13.63522 -0.21 0.27 -0.53
C 10.58486 13.87116 17.40964 0.63 -0.15 0.31
C 12.86898 16.11471 6.87930 -0.08 0.41 -0.05
Ga 11.82958 13.37214 10.87892 -0.38 -2.61 -0.20
C 10.90030 15.98291 11.42132 -0.33 -0.07 0.02
H 11.85260 16.47375 7.17102 0.45 -0.31 0.15
H 10.00114 13.85608 18.32692 -0.14 0.31 -0.24
N 13.90245 16.32653 7.86837 -0.40 -0.54 -0.66
C 11.33134 9.52078 10.93889 -0.79 0.44 1.17
C 13.86380 15.49427 9.04071 0.21 0.40 0.24
C 14.89337 12.48774 10.42094 1.19 -0.08 0.42
H 10.95105 10.82624 12.63825 -0.36 -0.01 -0.67
H 8.90091 13.73990 16.08192 0.41 -0.24 -0.16
C 13.10933 17.37308 10.51860 0.47 -0.11 -0.74
C 10.41853 10.07076 12.01269 0.25 0.50 1.05
C 7.24803 13.21273 12.05174 1.51 -0.36 0.37
C 12.73706 13.61808 13.80809 0.53 0.03 0.39
C 12.18712 17.97131 11.33942 -0.04 0.77 0.81
C 16.92690 12.88432 11.73152 -1.22 0.20 -0.91
N 14.01838 13.76810 13.62486 0.00 0.30 0.06
H 12.81623 15.03539 6.63876 -0.16 0.44 -0.05
H 13.09784 16.69611 5.96624 0.14 -0.43 0.28
N 11.71028 13.47623 12.92250 -0.31 -0.50 -0.10
H 11.54925 7.61496 11.98773 -0.03 0.71 -0.98
H 13.87452 13.85897 16.56753 -0.13 0.16 -0.35
H 18.00787 12.80404 11.84362 -0.27 0.01 0.05
H 9.36168 12.81598 8.84814 -0.38 0.08 0.17
H 9.47562 10.54389 11.61702 0.95 -0.52 0.35
C 11.84392 15.30297 10.61370 -0.31 0.78 -0.36
H 16.77406 11.78466 9.82072 0.66 -0.50 -0.46
C 7.33329 12.85573 9.67524 0.23 0.15 0.16
N 14.12840 13.15016 11.29456 -0.34 0.10 1.24
C 9.99132 13.70822 16.16765 -0.38 -0.18 0.02
H 15.54020 17.41224 8.57218 -0.58 -0.06 -0.94
H 10.19712 9.30323 12.78640 -0.26 0.16 -0.76
C 12.39784 9.70241 8.79060 -0.32 0.30 -0.74
H 6.74949 13.14883 13.03558 0.41 0.43 -0.68
C 14.80505 17.41178 7.71867 0.53 0.17 1.07
C 8.72101 13.32551 12.02860 -1.13 -0.16 -0.85
H 13.24754 7.88993 8.01163 -0.34 0.27 0.43
H 14.89008 15.49647 9.47263 -0.53 -0.45 -0.23
C 16.26825 12.30892 10.58676 -0.68 1.04 1.26
C 11.98722 13.95530 17.53709 -0.49 -0.31 -0.04
H 13.54279 14.49544 8.69146 0.33 0.12 0.51
H 13.80725 10.30759 7.28210 -0.68 0.16 -0.07
C 14.70581 13.54346 12.48747 0.38 -0.51 -0.84
H 15.33380 17.34108 6.78008 0.52 -0.06 -0.48
C 12.73396 10.46113 7.54600 0.42 0.11 -0.95
C 11.76228 8.21674 11.06427 -0.09 -0.72 -0.47
N 9.40808 13.24790 10.84950 -0.49 0.06 0.95
C 11.74197 10.43604 9.86823 1.13 -3.62 0.64
H 14.38109 12.01226 9.59456 -0.14 0.22 -0.17
H 10.40505 17.77708 12.52051 -0.32 0.03 -0.01
C 16.13473 13.55662 12.65028 0.00 -0.47 0.00
C 12.89551 16.03964 10.08056 0.46 0.38 0.64
N 11.72662 11.69670 9.92721 -0.02 4.51 0.48
C 11.08040 17.28264 11.84398 0.55 -0.07 -0.98
H 16.51080 13.98354 13.60528 -0.26 -0.44 -0.90
H 9.95319 15.50646 11.67601 0.48 -0.19 0.28
H 12.29935 19.01970 11.61997 0.23 -0.22 0.05
H 12.66087 6.55373 9.97634 0.21 -0.40 0.26
H 6.83989 12.62380 8.73004 0.15 0.16 0.29
C 12.79663 13.84027 16.42016 0.88 0.01 0.84
C 12.72088 8.35636 8.86417 0.07 0.27 -0.45
C 12.43083 7.60032 9.98242 -0.14 0.19 0.63
H 12.54915 11.52575 7.67728 0.18 0.07 0.25
H 14.33358 18.39538 7.71441 -0.24 0.32 0.19
C 8.71687 12.97341 9.71851 -0.11 -0.06 0.38
H 5.50188 13.00892 10.84037 -0.09 -0.28 0.07
C 12.21676 13.64770 15.19378 -1.31 -0.14 -1.26
N 9.29643 13.50081 13.23387 -0.55 -0.39 0.53

***

ΔE to the lowest compared entry with this formula, charge and spin, respectively: 105.7 19.7 kcal/mol.